(1)
{"formula": "C33H66O13", "method": "wB97M-V/def2-TZVPD", "e_homo_ha": -0.3142, "smiles": "CCOC(C)=O.CCOC(C)=O.CCOC(C)=O.CC(C)=O.CC(C)=O.CC(C)=O.CC(C)=O.CC(C)=O.CC(C)=O.CC(C)=O", "total_energy_ha": -2274.20288, "lumo_ev": -0.25, "gap_ha": 0.3052, "e_above_lowest_ev": 23.7771, "species": ["C", "C", "O", "C", "C", "O", "H", "H", "H", "H", "H", "H", "H", "H", "C", "C", "O", "C", "C", "O", "H", "H", "H", "H", "H", "H", "H", "H", "C", "C", "O", "C", "C", "O", "H", "H", "H", "H", "H", "H", "H", "H", "C", "C", "C", "O", "H", "H", "H", "H", "H", "H", "C", "C", "C", "O", "H", "H", "H", "H", "H", "H", "C", "C", "C", "O", "H", "H", "H", "H", "H", "H", "C", "C", "C", "O", "H", "H", "H", "H", "H", "H", "C", "C", "C", "O", "H", "H", "H", "H", "H", "H", "C", "C", "C", "O", "H", "H", "H", "H", "H", "H", "C", "C", "C", "O", "H", "H", "H", "H", "H", "H"], "positions_angstrom": [[29.490, 44.754, 64.125], [28.897, 43.449, 64.120], [29.910, 42.580, 64.702], [29.485, 41.429, 65.134], [30.626, 40.347, 65.354], [28.356, 41.068, 65.321], [30.017, 45.013, 63.311], [30.114, 44.709, 64.838], [28.985, 45.695, 64.198], [28.011, 43.249, 64.737], [28.340, 43.018, 63.226], [31.222, 40.141, 64.576], [30.236, 39.588, 65.815], [31.293, 40.899, 66.074], [24.605, 39.046, 64.361], [23.127, 39.010, 63.931], [22.497, 37.876, 64.574], [21.205, 37.696, 64.500], [20.810, 36.477, 65.145], [20.450, 38.509, 63.848], [25.060, 38.361, 64.053], [24.467, 39.099, 65.390], [25.055, 39.811, 64.281], [22.730, 40.028, 64.088], [23.033, 39.081, 62.897], [19.818, 36.146, 64.844], [20.937, 36.534, 66.195], [21.299, 35.578, 64.870], [20.737, 45.258, 60.235], [21.529, 46.621, 60.157], [21.439, 47.251, 58.927], [21.546, 48.691, 58.811], [21.259, 49.162, 57.436], [21.937, 49.309, 59.796], [21.060, 44.647, 61.156], [20.931, 44.582, 59.243], [19.728, 45.535, 60.018], [20.964, 47.217, 60.839], [22.642, 46.333, 60.327], [21.441, 50.337, 57.411], [20.016, 48.908, 57.243], [21.897, 48.642, 56.705], [31.036, 41.892, 62.320], [29.735, 41.408, 61.817], [29.635, 41.101, 60.417], [28.535, 41.188, 62.676], [31.535, 41.210, 62.941], [30.624, 42.798, 62.772], [31.769, 41.863, 61.472], [29.959, 40.014, 60.319], [30.185, 41.960, 59.779], [28.644, 40.803, 60.103], [23.914, 44.891, 62.998], [24.570, 43.654, 62.254], [25.642, 42.914, 62.945], [24.318, 43.470, 61.014], [24.682, 45.671, 63.310], [23.566, 44.382, 63.960], [23.040, 45.456, 62.446], [25.434, 42.058, 63.584], [26.375, 43.498, 63.474], [26.298, 42.239, 62.265], [25.770, 47.500, 63.911], [24.651, 46.759, 64.459], [23.300, 47.268, 64.414], [24.853, 45.493, 64.986], [26.666, 47.042, 64.119], [25.598, 48.389, 64.459], [25.619, 47.955, 62.956], [22.984, 47.369, 63.278], [23.345, 48.177, 64.787], [22.579, 46.446, 64.983], [21.902, 41.177, 62.324], [22.699, 40.252, 61.314], [22.313, 40.349, 59.851], [23.670, 39.488, 61.733], [21.224, 40.515, 62.718], [21.609, 42.257, 62.088], [22.709, 41.362, 63.076], [22.717, 41.253, 59.418], [21.210, 40.233, 59.802], [22.846, 39.385, 59.566], [27.704, 44.979, 59.988], [28.652, 45.489, 61.174], [27.962, 46.254, 62.371], [29.907, 45.239, 61.277], [28.451, 44.535, 59.479], [27.529, 45.836, 59.454], [26.791, 44.577, 60.098], [26.938, 45.824, 62.416], [27.759, 47.263, 62.182], [28.441, 46.115, 63.197], [21.721, 42.955, 64.955], [20.804, 43.817, 64.146], [19.856, 44.892, 64.872], [20.823, 43.700, 62.839], [21.051, 42.074, 65.208], [22.077, 43.299, 65.715], [22.499, 42.473, 64.520], [18.840, 44.728, 64.783], [20.101, 45.912, 64.663], [19.987, 44.685, 65.759], [23.786, 41.124, 68.072], [25.058, 41.959, 68.321], [25.899, 42.487, 67.211], [25.046, 42.558, 69.518], [22.987, 41.310, 67.244], [23.481, 40.490, 68.901], [24.189, 40.221, 67.429], [26.306, 41.553, 66.671], [26.851, 42.996, 67.601], [25.437, 43.081, 66.343]], "lowdin_charge": [-0.057, -0.203, -0.015, -0.538, 0.071, 0.079, 0.037, 0.043, 0.076, 0.115, 0.106, 0.017, 0.018, 0.114, 0.043, -0.160, 0.048, -0.504, 0.005, 0.024, -0.012, 0.073, -0.028, 0.092, -0.018, 0.099, 0.088, 0.083, -0.067, -0.289, -0.084, -0.477, -0.016, 0.070, 0.056, 0.118, 0.046, 0.101, 0.140, 0.124, 0.172, 0.079, -0.005, -0.279, -0.058, -0.128, 0.062, 0.091, 0.114, 0.129, 0.151, 0.076, -0.037, -0.379, -0.021, -0.005, 0.036, 0.087, 0.100, 0.082, 0.049, 0.117, -0.013, -0.451, -0.011, -0.129, 0.056, 0.104, 0.117, 0.148, 0.030, 0.165, -0.011, -0.314, -0.008, -0.019, 0.045, 0.087, 0.052, 0.080, 0.096, 0.104, 0.049, -0.266, -0.016, -0.001, 0.035, 0.059, 0.035, 0.093, 0.077, -0.059, -0.006, -0.243, 0.051, -0.076, 0.155, -0.016, 0.026, 0.069, 0.083, -0.027, -0.047, -0.386, -0.054, -0.050, 0.100, 0.067, 0.083, 0.083, 0.109, 0.096]}

---

(2)
{"formula": "C2H3ClFNO3S", "method": "wB97M-V/def2-TZVPD", "e_homo_ha": -0.4059, "smiles": "CO/C(Cl)=N/S(=O)(=O)F", "total_energy_ha": -1316.68432, "lumo_ev": 0.03, "gap_ha": 0.4071, "e_above_lowest_ev": 0.0000, "species": ["C", "O", "C", "Cl", "N", "S", "O", "O", "F", "H", "H", "H"], "positions_angstrom": [[2.183, 0.137, 0.083], [1.215, 1.191, 0.032], [-0.067, 0.848, 0.046], [-1.103, 2.130, 0.048], [-0.428, -0.440, -0.025], [-2.038, -0.683, -0.069], [-2.729, -0.236, -1.230], [-2.635, -0.448, 1.175], [-2.049, -2.268, -0.138], [3.226, 0.531, -0.109], [2.174, -0.445, -0.793], [2.252, -0.317, 0.979]], "lowdin_charge": [-0.034, -0.079, -0.850, 0.916, -0.043, 0.500, -0.263, -0.256, -0.161, 0.122, 0.084, 0.063]}

---

(3)
{"formula": "CHN2P", "method": "wB97M-V/def2-TZVPD", "e_homo_ha": [-0.4107, -0.3927], "total_energy_ha": -489.34673, "lumo_ev": [-2.52, -3.07], "gap_ha": [0.3182, 0.2799], "e_above_lowest_ev": 4.0473, "species": ["C", "N", "N", "P", "H"], "positions_angstrom": [[-0.499, -0.740, -1.408], [-1.268, -0.472, -2.180], [0.818, -0.621, 0.573], [0.069, 0.694, 0.899], [0.880, 1.140, 2.117]], "lowdin_charge": [-0.258, -0.008, -0.334, 0.685, -0.085]}

---

(4)
{"formula": "C19H28BBrCl33F3IN2O4P2S", "method": "wB97M-V/def2-TZVPD", "e_homo_ha": -0.1503, "total_energy_ha": -20614.71280, "lumo_ev": 1.48, "gap_ha": 0.2046, "total_charge": -1, "species": ["C", "C", "S", "C", "P", "F", "B", "N", "O", "C", "Br", "C", "C", "N", "C", "O", "F", "C", "O", "F", "P", "O", "I", "H", "H", "H", "H", "H", "H", "H", "H", "H", "H", "H", "H", "H", "H", "H", "H", "H", "C", "Cl", "Cl", "Cl", "H", "C", "Cl", "Cl", "Cl", "H", "C", "Cl", "Cl", "Cl", "H", "C", "Cl", "Cl", "Cl", "H", "C", "Cl", "Cl", "Cl", "H", "C", "Cl", "Cl", "Cl", "H", "C", "Cl", "Cl", "Cl", "H", "C", "Cl", "Cl", "Cl", "H", "C", "Cl", "Cl", "Cl", "H", "C", "Cl", "Cl", "Cl", "H", "C", "Cl", "Cl", "Cl", "H"], "positions_angstrom": [[-3.556, 4.942, 1.801], [-3.538, 4.079, 0.526], [-3.981, 2.362, 0.899], [-2.657, 1.666, 1.908], [-1.900, -0.088, 1.628], [-3.374, -0.704, 2.322], [-1.365, -2.020, 1.600], [-1.775, -2.960, 0.530], [-0.652, -2.624, 2.642], [-1.133, 0.140, 3.423], [0.830, 0.001, 3.553], [-1.844, -0.655, 4.518], [-2.958, 0.131, 5.234], [-0.377, 0.487, 0.754], [-0.059, 1.823, 0.498], [0.949, 2.344, 0.889], [-0.850, 2.590, -0.260], [0.396, -0.383, 0.006], [1.503, -0.760, 0.284], [-0.037, -0.763, -1.227], [-2.891, -0.486, -0.485], [-2.604, 0.870, -1.441], [-5.376, -0.817, -0.226], [-3.171, 5.919, 1.528], [-2.895, 4.465, 2.513], [-4.562, 5.003, 2.190], [-4.315, 4.440, -0.137], [-2.579, 4.152, 0.027], [-3.158, 1.529, 2.860], [-1.948, 2.457, 2.177], [-2.153, -3.777, 1.002], [-0.992, -3.219, -0.055], [0.264, -2.719, 2.375], [-1.264, 1.165, 3.733], [-2.197, -1.633, 4.234], [-1.093, -0.829, 5.287], [-2.946, -0.100, 6.295], [-2.791, 1.202, 5.153], [-3.938, -0.134, 4.818], [-3.088, 0.766, -2.262], [-5.461, -2.883, 5.910], [-6.217, -4.471, 5.682], [-4.252, -2.959, 7.198], [-4.754, -2.306, 4.413], [-6.233, -2.188, 6.213], [2.516, 1.183, 7.011], [2.875, -0.224, 8.016], [0.801, 1.557, 7.047], [3.477, 2.576, 7.527], [2.784, 0.946, 5.989], [3.317, -0.434, -2.753], [2.512, -1.660, -3.732], [4.392, -1.181, -1.579], [4.211, 0.692, -3.791], [2.561, 0.124, -2.216], [-8.889, -2.966, 3.448], [-9.141, -2.106, 4.977], [-10.379, -2.971, 2.493], [-7.561, -2.257, 2.546], [-8.635, -3.991, 3.679], [4.748, -2.217, -6.820], [3.381, -3.325, -6.949], [6.269, -3.112, -6.738], [4.766, -1.077, -8.163], [4.634, -1.655, -5.901], [8.361, -1.277, -0.868], [9.828, -1.138, 0.105], [8.728, -1.955, -2.456], [7.149, -2.249, -0.040], [7.955, -0.285, -1.012], [-1.861, 8.473, 3.873], [-3.160, 8.746, 2.710], [-2.459, 8.650, 5.525], [-1.125, 6.889, 3.641], [-1.101, 9.224, 3.709], [5.019, 2.867, -9.034], [6.570, 3.678, -9.268], [4.697, 1.752, -10.365], [4.983, 2.019, -7.490], [4.241, 3.618, -9.026], [-1.799, -7.105, 0.319], [-2.109, -6.124, 1.749], [-3.265, -7.290, -0.645], [-0.500, -6.406, -0.650], [-1.485, -8.086, 0.646], [3.567, -6.452, -9.500], [2.209, -7.573, -9.619], [5.094, -7.330, -9.401], [3.576, -5.334, -10.863], [3.451, -5.874, -8.592], [6.386, 5.412, -5.598], [6.114, 6.138, -4.015], [4.915, 5.460, -6.568], [7.714, 6.219, -6.436], [6.659, 4.375, -5.453]], "lowdin_charge": [-0.183, -0.532, 0.772, -0.576, 0.564, -0.424, -0.671, 0.078, 0.037, -0.695, 0.732, -0.353, -0.138, -0.101, -0.538, 0.143, 0.111, -0.557, 0.118, 0.070, 0.455, -0.488, 0.242, 0.025, 0.040, 0.066, 0.060, 0.055, 0.012, 0.050, -0.011, 0.055, 0.083, 0.022, 0.042, 0.076, 0.055, 0.066, 0.006, 0.018, -1.515, 0.514, 0.537, 0.625, -0.001, -1.565, 0.510, 0.517, 0.507, -0.014, -1.528, 0.546, 0.531, 0.512, 0.002, -1.558, 0.510, 0.515, 0.492, -0.006, -1.541, 0.524, 0.527, 0.498, -0.032, -1.557, 0.518, 0.516, 0.511, 0.011, -1.550, 0.527, 0.514, 0.552, 0.007, -1.551, 0.516, 0.524, 0.485, 0.002, -1.540, 0.579, 0.526, 0.529, 0.006, -1.563, 0.519, 0.517, 0.517, -0.027, -1.553, 0.535, 0.519, 0.515, 0.008]}

---

(5)
{"formula": "C5H10N3", "method": "wB97M-V/def2-TZVPD", "e_homo_ha": -0.4746, "smiles": "C/C=C/C=N\\C=N\\[NH3+]", "total_energy_ha": -360.39542, "lumo_ev": -3.89, "gap_ha": 0.3315, "e_above_lowest_ev": 4.8895, "total_charge": 1, "species": ["C", "C", "C", "C", "N", "C", "N", "N", "H", "H", "H", "H", "H", "H", "H", "H", "H", "H"], "positions_angstrom": [[-2.471, 0.961, -0.102], [-1.645, -0.217, -0.181], [-1.181, -1.002, 0.843], [-0.078, -1.924, 0.836], [0.983, -1.822, 0.144], [1.458, -0.773, -0.430], [1.628, 0.338, 0.119], [2.474, 1.353, -0.445], [-2.594, 1.498, -1.010], [-2.242, 1.690, 0.658], [-3.424, 0.571, 0.223], [-1.163, -0.481, -1.102], [-1.475, -0.950, 1.867], [-0.284, -2.824, 1.522], [1.992, -1.164, -1.338], [2.964, 1.477, 0.457], [2.050, 2.143, -0.774], [3.008, 1.126, -1.286]], "lowdin_charge": [-0.076, -0.114, -0.076, -0.093, 0.107, -0.294, 0.048, 0.195, 0.075, 0.092, 0.099, 0.105, 0.110, 0.159, 0.162, 0.198, 0.126, 0.177]}